Entry 1:
91
Properties=species:S:1:pos:R:3:forces:R:3:mulliken_charge:R:1 method="wB97M-V/def2-TZVPD" spin_multiplicity=1 e_above_lowest_kcal_mol=0.00 orbital_gap_ha=0.1466 e_tot_ev=-221363.8211 charge=+1 homo_energy_ev=-11.7 e_lumo_ha=-0.28235
C 1.682350 5.577050 2.858330 -0.080 -0.593 0.595 -1.171
C 2.190223 4.131992 3.022154 0.035 0.530 0.261 -0.108
O 3.021783 3.736894 1.928523 0.024 -0.150 0.232 -0.368
C 4.057639 2.913693 2.405276 -0.262 -0.234 -0.562 -0.557
C 4.803633 2.238944 1.257652 0.328 0.789 -0.156 -0.655
O 3.913129 1.698072 0.237852 0.021 -0.133 0.578 -0.514
C 3.892500 0.377192 0.157811 -0.319 0.144 0.176 -0.316
C 4.992206 -0.364059 -0.260804 0.608 1.264 0.090 -0.197
C 4.930194 -1.699484 -0.381523 0.812 -1.796 -0.439 1.281
C 6.107276 -2.505080 -0.881221 -0.101 0.197 -0.805 -1.325
C 6.905591 -1.806100 -2.013358 -0.086 -0.891 -0.253 -0.612
C 6.460515 -2.307778 -3.411407 0.137 0.572 0.157 -1.093
I 6.532304 -0.651562 -4.803544 -0.096 -0.412 0.095 0.033
C 3.724987 -2.360671 -0.052882 -0.137 -1.517 1.137 0.341
Br 3.558159 -4.230273 -0.193734 0.169 0.407 -0.123 0.026
C 2.597249 -1.643675 0.382380 -0.368 -0.811 -0.136 0.783
C 2.705476 -0.305504 0.469476 -1.445 1.648 0.302 -0.230
C 1.445011 0.431435 0.900948 -0.137 0.666 0.218 -0.747
O 1.442332 1.386793 1.646921 0.150 -0.766 -0.564 -0.554
C 0.189728 -0.153513 0.325331 1.268 0.149 0.369 0.381
C -0.821798 0.622190 -0.131852 -0.434 1.177 0.071 -0.902
C -1.961145 0.063369 -0.681795 0.073 0.882 -0.118 0.945
C -3.006432 1.035486 -1.202140 -0.427 -1.062 0.228 -1.625
C -3.255160 1.017272 -2.718498 0.141 1.024 -0.111 -1.113
C -1.965063 1.055900 -3.542614 -0.451 -1.008 0.531 0.960
F -1.551696 -0.254146 -3.615503 0.215 0.008 -0.212 -0.378
F -0.961909 1.706311 -2.925290 0.041 0.428 -0.219 -0.328
C -2.167737 1.486708 -5.026939 -0.436 -0.424 0.087 0.404
F -3.383777 1.041753 -5.379536 -0.238 0.032 0.118 -0.275
F -1.322204 0.852164 -5.826083 0.723 0.350 0.123 -0.281
S -2.106114 3.344169 -5.365033 -0.996 0.636 -1.586 1.426
F -1.763783 3.045999 -6.887291 0.263 0.026 0.155 -0.307
F -0.574110 3.395300 -5.016217 0.071 -0.239 0.409 -0.285
F -2.548849 3.685258 -3.879051 0.406 -0.183 0.285 -0.297
F -3.643135 3.363658 -5.786154 0.040 -0.007 0.318 -0.301
F -2.058425 4.888590 -5.667211 0.185 -0.026 0.078 -0.284
C -2.060303 -1.313148 -0.712179 -1.546 -0.305 -0.693 1.392
C -3.296367 -2.008171 -1.253561 0.565 -0.513 0.060 -1.402
C -4.046631 -2.803267 -0.147248 0.381 0.265 -0.609 -0.877
C -5.551540 -2.557386 -0.091585 0.655 -0.364 0.214 0.613
F -6.144873 -3.733934 0.224157 -0.239 0.118 0.389 -0.341
F -6.066689 -2.198623 -1.288181 0.159 0.225 -0.152 -0.338
C -6.013187 -1.480807 0.924918 -1.111 -0.803 -0.226 0.524
F -7.357567 -1.551238 0.959994 -0.047 -0.084 0.025 -0.344
F -5.727611 -0.249626 0.463588 0.586 0.091 0.138 -0.241
C -5.519619 -1.688229 2.399253 -0.041 0.519 0.526 0.612
F -6.563853 -1.467256 3.210370 -0.022 0.112 0.044 -0.312
F -5.107595 -2.946059 2.649142 0.172 -0.083 -0.520 -0.303
C -4.408698 -0.691451 2.853127 -0.171 0.218 0.481 0.325
F -5.003783 0.487804 3.113116 0.006 0.013 -0.028 -0.333
F -3.477995 -0.471103 1.902305 -0.061 -0.279 -0.202 0.184
C -3.649461 -1.155169 4.136299 0.277 1.006 -0.426 0.547
F -4.467227 -1.678400 5.047223 -0.073 -0.288 -0.130 -0.286
F -2.711649 -2.035789 3.744489 -0.095 -0.326 0.183 -0.246
C -2.894671 0.024834 4.837724 0.490 -1.126 0.834 0.586
F -2.101754 0.682195 3.999889 -0.391 0.335 -0.105 -0.179
F -3.722597 0.816815 5.493974 0.010 0.353 -0.454 -0.240
F -2.096405 -0.554938 5.758859 -0.050 0.107 -0.122 -0.272
C -1.037971 -2.107519 -0.251038 -0.168 -0.849 0.041 -0.862
C 0.085394 -1.526776 0.244357 1.562 -0.436 0.516 0.807
C 1.267591 -2.290925 0.733142 -0.304 -0.337 0.263 -0.963
O 1.196104 -3.315819 1.389977 0.354 0.607 -0.112 -0.582
H 2.083157 6.172108 3.680498 0.092 0.228 -0.296 0.304
H 0.599599 5.585062 2.993247 0.024 0.165 -0.312 0.322
H 1.966218 6.002729 1.898724 -0.058 -0.027 0.028 0.317
H 1.351752 3.441842 3.165141 0.165 -0.139 -0.346 0.218
H 2.787480 4.073306 3.940305 -0.050 0.039 -0.036 0.357
H 3.676098 2.137901 3.080946 -0.039 0.184 0.089 0.279
H 4.790882 3.563998 2.904126 0.095 -0.424 0.285 0.514
H 5.437024 2.989544 0.782581 -0.083 -0.206 -0.271 0.442
H 5.422676 1.428183 1.648335 0.066 0.131 0.013 0.360
H 5.912034 0.150767 -0.504624 -0.080 0.109 0.022 0.800
H 5.725216 -3.428546 -1.319422 0.089 -0.022 0.238 0.545
H 6.752909 -2.815728 -0.055182 -0.083 0.259 0.104 0.398
H 7.949925 -2.096094 -1.893197 0.059 0.463 -0.001 0.292
H 6.794985 -0.726961 -2.016909 0.281 -0.016 0.344 0.446
H 7.137747 -3.056115 -3.812692 -0.100 -0.026 0.017 0.499
H 5.442901 -2.695265 -3.413284 0.016 0.143 -0.111 0.414
H -0.736290 1.702115 -0.074494 0.067 -0.051 0.024 0.718
H -3.953257 0.757313 -0.725684 -0.001 0.176 -0.116 -0.176
H -2.772329 2.032855 -0.832558 0.094 0.015 -0.265 0.841
H -3.885046 1.879641 -2.949967 0.113 -0.045 -0.064 0.853
H -3.803592 0.150177 -3.078348 0.052 -0.038 0.163 0.330
H -2.926675 -2.746097 -1.972280 -0.180 0.142 -0.113 0.503
H -3.932640 -1.338174 -1.819186 -0.148 -0.011 0.260 0.293
H -3.917402 -3.871517 -0.325157 -0.184 0.043 -0.040 0.566
H -3.554569 -2.619555 0.807309 -0.333 0.062 0.067 0.419
H -1.101944 -3.189033 -0.300825 -0.082 0.016 0.014 0.682
O 3.156978 -4.698651 4.289329 1.220 1.206 -1.809 -0.656
V 3.710594 -3.437156 3.390067 -1.982 -0.811 1.789 1.722
O 4.303571 -2.349012 2.228116 0.377 -0.418 -0.942 -0.825


Entry 2:
52
Properties=species:S:1:pos:R:3:forces:R:3:mulliken_charge:R:1 method="wB97M-V/def2-TZVPD" spin_multiplicity=1 e_above_lowest_kcal_mol=0.00 orbital_gap_ha=0.3360 e_tot_ev=-45265.2988 charge=+2 homo_energy_ev=-15.8 e_lumo_ha=-0.24328
Pd -0.001300 0.285251 -0.397776 0.085 0.301 -0.102 -0.106
C 2.890449 -0.598845 -1.922521 0.006 -0.034 -0.004 -0.843
O 2.183992 0.072422 -0.870245 -0.054 0.030 -0.064 -0.019
C 3.058709 0.447895 0.203257 -0.018 0.012 0.025 -0.618
C 2.267176 1.285902 1.177314 -0.006 -0.001 -0.016 -0.767
O 1.012265 0.665134 1.511023 -0.071 -0.124 0.075 -0.185
C 1.046760 -0.352575 2.540119 0.046 0.038 0.059 -0.656
C 1.143951 -1.759030 2.002894 -0.017 0.007 -0.017 -0.446
O 0.050570 -1.967987 1.131827 -0.003 0.056 -0.016 0.026
C -0.033779 -3.319066 0.684306 0.003 -0.018 -0.010 -0.899
H 3.713983 0.025360 -2.269939 0.003 0.003 0.007 0.292
H 3.276217 -1.556874 -1.570142 -0.008 0.002 -0.004 0.320
H 2.196177 -0.759202 -2.740836 -0.026 -0.026 -0.004 0.211
H 3.471336 -0.451591 0.665670 -0.008 -0.016 0.005 0.395
H 3.886248 1.041540 -0.193518 0.004 -0.002 0.001 0.543
H 2.843440 1.469482 2.085061 -0.005 0.003 0.001 0.469
H 2.004926 2.244204 0.729544 -0.001 0.001 -0.001 0.271
H 1.874872 -0.137376 3.216654 -0.002 -0.008 0.001 0.432
H 0.114694 -0.242835 3.090920 -0.005 0.021 0.016 0.219
H 2.088623 -1.944617 1.479754 0.013 0.011 -0.011 0.271
H 1.098764 -2.445794 2.855988 0.008 -0.002 -0.001 0.513
H -0.093909 -4.003428 1.532926 0.002 0.008 0.008 0.334
H -0.942460 -3.410549 0.094317 0.011 0.011 -0.027 0.254
H 0.834192 -3.583384 0.073085 -0.008 0.001 0.001 0.304
C -2.648773 0.026579 1.596756 -0.039 0.022 -0.028 -1.263
P -2.016037 1.005251 0.221728 -0.032 -0.091 0.097 1.601
C -1.968630 2.711718 0.808063 0.060 -0.011 -0.002 -1.387
C -3.201769 0.932952 -1.128095 0.013 0.000 -0.014 0.309
C -4.555874 1.217292 -0.981682 -0.016 0.018 0.007 -0.943
C -5.380706 1.172251 -2.095007 -0.005 -0.001 0.034 -0.770
C -4.861980 0.849621 -3.344181 0.021 -0.013 -0.025 -0.769
C -3.513321 0.564917 -3.492771 -0.011 -0.002 -0.022 -0.872
C -2.683697 0.605317 -2.376724 0.010 0.024 -0.007 0.359
P -0.925420 0.225214 -2.430144 -0.002 -0.184 0.003 1.432
C -0.793189 -1.435047 -3.134075 -0.028 0.018 -0.040 -1.238
C -0.145896 1.349458 -3.606803 0.058 0.020 0.060 -1.215
H -3.662381 0.345664 1.845424 -0.006 0.014 -0.031 0.527
H -2.015577 0.190858 2.467515 0.001 -0.058 0.007 0.325
H -2.650066 -1.029928 1.334796 0.021 0.009 0.040 0.287
H -2.980703 3.021735 1.075116 0.004 -0.003 0.019 0.470
H -1.588671 3.376011 0.033511 -0.007 -0.017 -0.018 0.383
H -1.329768 2.779706 1.688823 0.008 0.000 -0.004 0.412
H -4.973159 1.472911 -0.015386 -0.001 0.003 0.002 0.396
H -6.435102 1.388883 -1.990822 0.000 0.003 0.003 0.438
H -5.515495 0.816333 -4.205209 0.001 0.004 -0.002 0.433
H -3.124030 0.309911 -4.470911 0.000 0.004 -0.004 0.379
H -1.185140 -1.431792 -4.152660 -0.009 -0.009 0.001 0.469
H -1.375993 -2.130547 -2.532093 0.000 -0.009 0.012 0.348
H 0.242585 -1.768263 -3.162634 0.025 -0.004 0.005 0.365
H -0.615697 1.244248 -4.585949 -0.004 -0.015 0.005 0.461
H 0.915643 1.116917 -3.695293 -0.005 0.008 -0.018 0.379
H -0.254412 2.378349 -3.266521 -0.008 -0.002 0.000 0.370


Entry 3:
65
Properties=species:S:1:pos:R:3:forces:R:3:mulliken_spin:R:1 method="wB97M-V/def2-TZVPD" spin_multiplicity=3 s_squared=2.03 e_above_lowest_kcal_mol=0.00 orbital_gap_ha="0.2503 / 0.1980" e_tot_ev=-62259.7091 charge=+2 homo_energy_ev="-13.8 / -13.8" e_lumo_ha="-0.25779 / -0.30950"
P 0.862527 0.999119 -2.785966 -0.123 1.164 1.181 -0.040
P -1.859235 0.291993 -0.622124 -0.313 -0.191 0.418 -0.004
C -0.892605 1.657281 -3.099384 -0.209 -0.162 -0.688 0.222
C -1.944474 1.585097 -1.980813 -0.321 -0.163 0.321 -0.052
H -1.505396 1.526216 -4.103691 0.464 0.329 0.151 -0.114
H -0.676377 2.721022 -3.304988 -0.018 -0.444 -0.097 0.012
H -1.963319 2.558783 -1.458251 0.033 -0.511 -0.250 -0.002
H -2.935473 1.430573 -2.431360 0.264 0.472 0.002 0.004
C -2.934253 -1.126869 -1.125717 -0.114 0.432 -0.297 0.012
H -2.988518 -1.770238 -0.227742 0.052 0.229 -0.499 0.004
H -2.488320 -1.702229 -1.956959 -0.153 0.017 0.301 -0.010
H -3.945577 -0.786139 -1.402486 0.243 -0.234 0.043 0.003
C -2.925391 1.169568 0.549758 -0.157 0.028 0.252 0.030
H -3.913739 0.686337 0.534668 0.136 0.487 0.220 0.001
H -2.967885 2.231615 0.267956 -0.278 -0.354 0.327 0.001
H -2.437261 1.035437 1.550255 -1.148 0.485 -1.277 -0.008
C 1.864177 0.147308 -4.020643 -0.301 -0.172 -0.593 0.000
H 2.873042 0.071017 -3.590004 -0.273 -0.001 0.092 0.001
H 1.943362 0.698621 -4.961701 -0.007 -0.113 0.208 0.001
H 1.500364 -0.870266 -4.214592 0.156 0.113 0.014 -0.008
C 1.644519 2.610232 -2.561074 0.364 -0.020 0.286 0.011
H 0.934796 3.323757 -2.129200 0.188 -0.199 0.025 0.000
H 1.983714 2.994152 -3.531156 -0.033 -0.073 0.194 0.000
H 2.491721 2.506735 -1.878686 0.074 0.103 -0.173 0.001
Mo -1.319129 -0.200193 -4.503571 1.524 -2.869 2.731 0.986
C -3.229069 0.473091 -4.932455 -0.854 -0.227 -0.310 0.003
C -3.189638 -0.975454 -4.904179 -0.920 1.334 0.180 -0.045
C -2.863929 -1.812712 -6.105189 0.238 -0.238 -0.402 -0.028
C -1.758131 -1.242679 -7.045451 -0.336 -0.817 -1.229 0.005
C -0.610786 -0.505960 -6.405779 0.852 0.914 -0.067 -0.054
C -0.613702 0.916277 -6.087079 -0.337 -0.066 -1.251 0.039
C -1.719563 1.851639 -6.504753 -0.344 0.570 -0.494 -0.018
C -3.133025 1.299013 -6.196851 -0.701 0.740 -0.575 0.035
C 0.992928 -0.023691 -1.302894 0.593 0.221 0.269 0.007
H -3.748658 0.952673 -4.094401 -0.022 -0.274 -0.358 0.009
H -3.772459 -1.466607 -4.122055 0.334 0.090 0.079 0.008
H -3.753008 -1.924998 -6.736439 -0.009 -0.183 0.233 -0.005
H -2.560148 -2.819648 -5.777607 -0.230 0.255 -0.049 -0.003
H -1.372756 -2.129978 -7.570080 0.127 0.360 0.179 -0.007
H -2.231229 -0.668550 -7.848802 0.212 0.162 0.289 0.000
H 0.362740 -1.000532 -6.501766 -0.142 0.202 0.136 0.026
H 0.348633 1.412127 -5.932544 -0.166 -0.243 -0.143 0.001
H -1.658372 2.127291 -7.572785 0.016 -0.185 0.333 0.000
H -1.591883 2.804502 -5.965020 0.038 -0.242 -0.089 -0.005
H -3.802170 2.163952 -6.059114 0.168 -0.301 -0.259 -0.002
H -3.524493 0.744391 -7.062212 0.080 0.169 0.387 -0.003
H 0.435155 0.391430 -0.438893 0.474 -0.316 -0.812 0.001
H 2.054426 -0.093663 -1.033292 0.074 0.004 -0.355 0.001
H 0.617366 -1.030839 -1.528165 0.004 0.262 0.230 -0.004
O -1.509673 1.636191 4.959234 0.149 -0.579 -1.558 0.090
S -0.679724 1.198403 3.861025 1.644 -0.275 2.483 -0.046
O 0.160674 2.168473 3.209444 -0.865 -0.520 -0.555 0.068
N -1.504963 0.278831 2.784606 -1.723 1.372 -0.316 0.653
C -1.137639 -1.021798 2.636815 0.718 -2.672 -0.013 -0.019
O -1.644818 -1.829434 1.834288 0.747 2.033 1.216 0.229
C -0.043002 -1.312205 3.610995 0.451 -0.505 -0.293 -0.015
C 0.701272 -2.484303 3.756720 -0.051 -0.125 0.088 -0.016
C 1.758598 -2.504326 4.667390 -0.120 0.236 -0.081 0.020
C 2.068186 -1.370734 5.442788 -0.462 0.265 -0.222 0.011
C 1.327957 -0.191135 5.293528 -0.110 -0.301 -0.172 -0.007
C 0.300247 -0.198223 4.349744 0.611 0.621 0.766 0.017
H 0.436791 -3.352443 3.156211 0.141 0.105 0.182 0.000
H 2.370654 -3.396588 4.777194 -0.209 0.127 -0.021 0.001
H 2.884920 -1.402695 6.160007 -0.151 -0.037 -0.166 0.000
H 1.535028 0.706808 5.876097 0.033 -0.289 -0.150 -0.001